# 1
Computed, not measured: a structure of composition C19H37AgN2O2 at a distorted geometry, with ωB97M-V/def2-TZVPD.

Structure (XYZ):
```
61
C19H37AgN2O2 | OMol25 | ωB97M-V/def2-TZVPD
C 2.16284 -3.29547 2.64787
C 1.40757 -2.37715 1.47215
C 1.61651 -0.81229 1.89886
C 1.10708 0.29786 0.81209
C -0.31990 0.91902 1.38235
C -1.64278 0.03432 0.99281
C -2.93222 1.09870 1.03855
C -4.14358 0.69083 0.00754
N -4.52089 -0.77542 0.02077
C -5.25020 -1.01968 1.32868
C -5.54049 -0.90715 -1.12812
C -5.35007 -1.97613 -2.38409
O -6.65629 -0.13182 -1.20087
C 2.19563 1.55392 0.89662
C 2.44212 2.32254 -0.52745
C 1.16398 3.32647 -0.92275
C 3.71163 3.37792 -0.25074
N 2.89348 1.44591 -1.67163
O 2.40260 1.95314 -2.81872
C 2.54141 -0.01121 -1.48812
C 3.71968 -0.94159 -0.83036
C 2.30306 -0.61430 -3.03062
C 1.05530 -0.19634 -0.74479
H 2.24396 -4.42814 2.36123
H 1.58227 -3.21255 3.68559
H 3.25821 -2.88955 2.87689
H 0.26696 -2.71201 1.42486
H 1.90206 -2.66302 0.42384
H 0.99423 -0.65154 2.90430
H 2.75277 -0.69439 2.22692
H -0.43930 2.02885 0.95982
H -0.32898 1.04664 2.56444
H -1.64653 -0.41385 -0.08783
H -1.87195 -0.75521 1.84469
H -3.38855 1.19606 2.12831
H -2.60154 2.20496 0.73755
H -3.91497 0.97101 -1.11549
H -5.10039 1.32602 0.31603
H -5.33275 -0.04013 2.00358
H -4.70243 -1.89126 1.90319
H -6.36893 -1.33625 1.10169
H -6.12889 -2.84103 -2.23506
H -4.23030 -2.31864 -2.38686
H -5.54074 -1.40700 -3.41145
H 3.27059 1.19471 1.27051
H 1.83377 2.35179 1.67281
H 1.45576 4.13013 -1.73442
H 0.94771 3.94488 0.07538
H 0.17725 2.74334 -1.15503
H 4.70104 2.95220 -0.70906
H 3.75757 3.52756 0.91788
H 3.46569 4.45731 -0.69626
H 4.72908 -0.68219 -1.39131
H 3.46542 -2.07454 -1.10695
H 3.90970 -0.77566 0.31214
H 1.25197 -0.29926 -3.46100
H 3.20262 -0.35499 -3.74961
H 2.28993 -1.80312 -2.96104
H 0.34926 0.57827 -1.31731
H 0.57821 -1.24800 -0.93014
Ag 4.84371 -3.12351 -0.76285
```

Summary:
2S+1   3
Charge   +2
Energy   -31346.7729 eV



# 2
Computed, not measured: a structure of composition C19H37Cl2HfN2OP at a distorted geometry, with ωB97M-V/def2-TZVPD.

Structure (XYZ):
```
63
C19H37Cl2HfN2OP | OMol25 | ωB97M-V/def2-TZVPD
Hf 0.15237 0.25223 0.10527
Cl -0.52952 1.90523 -1.44174
Cl 1.01058 1.53611 1.87742
H 1.71476 -0.27066 -0.42036
H -0.51341 -0.79709 -1.07353
P 1.42439 5.15805 -1.99860
C 0.17563 5.87459 -3.23045
C 1.80316 6.72990 -1.06424
C 2.88823 5.16800 -3.18924
C -1.22721 5.42267 -2.82057
H 0.44889 5.36153 -4.16791
C 0.17625 7.38287 -3.50525
H -0.11928 7.96946 -2.62857
H -0.56683 7.58174 -4.28932
H 1.12336 7.77891 -3.88255
H -1.25623 4.34176 -2.65208
H -1.92530 5.67749 -3.63031
H -1.56400 5.93494 -1.90963
H 2.46180 4.66470 -4.07332
C 4.00531 4.29113 -2.61850
C 3.43638 6.52209 -3.65017
H 2.73084 7.08890 -4.26582
H 4.31027 6.34527 -4.28986
H 3.77525 7.15249 -2.81980
H 3.60950 3.32030 -2.29871
H 4.50635 4.77289 -1.76962
H 4.75427 4.12366 -3.40455
C 0.63236 7.12828 -0.16560
H 1.91899 7.50497 -1.83142
C 3.10782 6.65980 -0.26796
H -0.27102 7.41577 -0.71733
H 0.94424 7.99319 0.43856
H 0.38451 6.30891 0.52212
H 3.13831 5.75234 0.34988
H 3.13878 7.52728 0.40757
H 4.01043 6.70016 -0.88970
C -1.73335 -7.84761 -0.61355
C -1.38316 -7.72804 0.85118
N -1.67803 -6.42008 1.47195
C -2.92748 -6.39503 2.25397
C -2.79281 -7.14705 3.56969
C -0.93331 -5.34488 1.04249
O -0.05330 -5.50064 0.19035
C -1.12076 -3.96513 1.63629
C -1.53482 -3.72533 2.95740
C -1.66093 -2.40850 3.39117
C -1.24583 -1.35926 2.55945
N -0.70294 -1.59251 1.34556
C -0.68419 -2.86950 0.87125
H -2.77992 -7.59061 -0.79430
H -1.57034 -8.87743 -0.93419
H -1.09021 -7.19346 -1.20513
H -1.95871 -8.45487 1.43667
H -0.31536 -7.92807 0.98784
H -3.23363 -5.36327 2.42582
H -3.69701 -6.88780 1.64196
H -1.95180 -6.76624 4.16234
H -3.70706 -7.01213 4.15381
H -2.64859 -8.22061 3.40732
H -1.74258 -4.55900 3.62182
H -2.06791 -2.16706 4.36947
H -1.31013 -0.30715 2.87349
H -0.29728 -2.98084 -0.15250
```

Summary:
Energy   -60972.8035 eV



# 3
Computed, not measured: a cluster of 9 separate species, C19H37Cl3F3NO25S5 in total at a distorted geometry, with ωB97M-V/def2-TZVPD.

Structure (XYZ):
```
93
C19H37Cl3F3NO25S5 | OMol25 | ωB97M-V/def2-TZVPD
N 9.55602 1.97267 -16.93852
H 8.78230 1.28293 -17.02934
H 9.15615 2.91167 -16.94166
H 10.23870 1.95064 -17.69373
H 10.01286 1.77710 -16.04627
C 7.09700 0.08027 -15.19913
O 8.37841 0.01141 -14.61783
O 7.25578 0.43367 -16.47863
C 6.33851 -1.25326 -14.85544
F 5.15449 -1.31930 -15.47705
F 7.09746 -2.31561 -15.18682
F 6.04142 -1.45031 -13.52669
C 8.53236 0.37921 -13.25549
C 10.02223 0.16812 -12.96769
H 10.35940 0.64087 -12.03903
H 10.34593 -0.86797 -12.84991
H 10.73124 0.63171 -13.65373
H 7.96652 -0.14433 -12.48438
H 8.21194 1.41528 -13.15586
H 6.53949 0.83022 -14.60413
C 4.96556 0.27718 -19.22665
Cl 4.09800 0.04754 -17.69345
Cl 4.23404 1.63421 -20.10049
Cl 4.98744 -1.23548 -20.11721
H 6.00526 0.55976 -19.11810
C 10.18466 -3.69787 -15.70008
C 10.23110 -2.91965 -16.96363
C 10.07297 -1.37137 -16.82764
O 11.32273 -0.84534 -17.28703
C 12.06856 -1.85574 -17.84550
O 13.14131 -1.60076 -18.29585
O 11.50901 -3.03357 -17.63092
H 10.10140 -4.78060 -15.81470
H 9.40585 -3.36303 -15.01340
H 11.06813 -3.64135 -15.05244
H 9.43234 -3.21692 -17.64194
H 9.89608 -1.14616 -15.78091
H 9.25381 -1.07842 -17.47847
C 13.90804 -0.66537 -14.77760
C 14.81743 0.04641 -15.81440
O 14.83746 1.40024 -15.35170
S 13.31877 1.82157 -15.03227
O 12.50418 1.90314 -16.22194
O 13.31178 2.89280 -14.09925
O 13.10615 0.37231 -14.27216
H 14.48344 -1.03269 -13.92767
H 13.22964 -1.36085 -15.27410
H 14.44445 0.01583 -16.83806
H 15.83913 -0.32070 -15.77346
C 2.84688 0.51590 -12.10088
C 2.92390 0.04193 -13.56216
O 2.13354 1.01689 -14.28695
S 1.31965 2.07730 -13.39492
O -0.09363 1.79428 -13.52390
O 1.80293 3.39637 -13.62352
O 1.89225 1.54148 -11.97104
H 3.77031 1.02593 -11.80884
H 2.60355 -0.30931 -11.43057
H 2.47812 -0.93620 -13.70950
H 3.90244 0.30676 -13.95014
C 4.65202 -3.96480 -17.77123
C 3.45584 -4.76230 -17.25057
O 3.21360 -5.79604 -18.19643
S 3.37269 -5.12728 -19.66573
O 2.16822 -4.35980 -19.91967
O 3.75602 -6.09844 -20.62639
O 4.48956 -4.04308 -19.22901
H 5.63824 -4.43159 -17.76756
H 4.67411 -2.92964 -17.43933
H 2.61221 -4.14028 -16.96490
H 3.85250 -5.34629 -16.41647
C 10.43560 5.78355 -12.64135
C 10.99143 4.38161 -12.48660
O 10.04734 3.50006 -13.08545
S 8.79887 4.21617 -13.81331
O 7.56591 3.64147 -13.39946
O 9.08014 4.32829 -15.21017
O 9.08726 5.63349 -13.07678
H 11.09257 6.25650 -13.37263
H 10.35408 6.44163 -11.77989
H 11.16380 3.89209 -11.52825
H 11.93036 4.38245 -13.03639
C 7.44831 -1.52300 -10.20080
C 6.09168 -0.84523 -10.30890
O 6.13107 0.51557 -9.87614
S 7.46045 0.74626 -8.99360
O 7.20797 1.04267 -7.61368
O 8.29551 1.62109 -9.77477
O 8.09957 -0.76810 -9.18318
H 8.10610 -1.73911 -11.04165
H 7.23727 -2.50368 -9.76379
H 5.35588 -1.38839 -9.71724
H 5.73291 -0.88250 -11.33701
```

Summary:
Energy   -172869.8560 eV



Which formula does entry 1 have? C19H37AgN2O2



Copy entry 1 word for word.
Computed, not measured: a structure of composition C19H37AgN2O2 at a distorted geometry, with ωB97M-V/def2-TZVPD.

Structure (XYZ):
```
61
C19H37AgN2O2 | OMol25 | ωB97M-V/def2-TZVPD
C 2.16284 -3.29547 2.64787
C 1.40757 -2.37715 1.47215
C 1.61651 -0.81229 1.89886
C 1.10708 0.29786 0.81209
C -0.31990 0.91902 1.38235
C -1.64278 0.03432 0.99281
C -2.93222 1.09870 1.03855
C -4.14358 0.69083 0.00754
N -4.52089 -0.77542 0.02077
C -5.25020 -1.01968 1.32868
C -5.54049 -0.90715 -1.12812
C -5.35007 -1.97613 -2.38409
O -6.65629 -0.13182 -1.20087
C 2.19563 1.55392 0.89662
C 2.44212 2.32254 -0.52745
C 1.16398 3.32647 -0.92275
C 3.71163 3.37792 -0.25074
N 2.89348 1.44591 -1.67163
O 2.40260 1.95314 -2.81872
C 2.54141 -0.01121 -1.48812
C 3.71968 -0.94159 -0.83036
C 2.30306 -0.61430 -3.03062
C 1.05530 -0.19634 -0.74479
H 2.24396 -4.42814 2.36123
H 1.58227 -3.21255 3.68559
H 3.25821 -2.88955 2.87689
H 0.26696 -2.71201 1.42486
H 1.90206 -2.66302 0.42384
H 0.99423 -0.65154 2.90430
H 2.75277 -0.69439 2.22692
H -0.43930 2.02885 0.95982
H -0.32898 1.04664 2.56444
H -1.64653 -0.41385 -0.08783
H -1.87195 -0.75521 1.84469
H -3.38855 1.19606 2.12831
H -2.60154 2.20496 0.73755
H -3.91497 0.97101 -1.11549
H -5.10039 1.32602 0.31603
H -5.33275 -0.04013 2.00358
H -4.70243 -1.89126 1.90319
H -6.36893 -1.33625 1.10169
H -6.12889 -2.84103 -2.23506
H -4.23030 -2.31864 -2.38686
H -5.54074 -1.40700 -3.41145
H 3.27059 1.19471 1.27051
H 1.83377 2.35179 1.67281
H 1.45576 4.13013 -1.73442
H 0.94771 3.94488 0.07538
H 0.17725 2.74334 -1.15503
H 4.70104 2.95220 -0.70906
H 3.75757 3.52756 0.91788
H 3.46569 4.45731 -0.69626
H 4.72908 -0.68219 -1.39131
H 3.46542 -2.07454 -1.10695
H 3.90970 -0.77566 0.31214
H 1.25197 -0.29926 -3.46100
H 3.20262 -0.35499 -3.74961
H 2.28993 -1.80312 -2.96104
H 0.34926 0.57827 -1.31731
H 0.57821 -1.24800 -0.93014
Ag 4.84371 -3.12351 -0.76285
```

Summary:
2S+1   3
Charge   +2
Energy   -31346.7729 eV



Which of these has the highest energy? C19H37AgN2O2



Number 3 is which compound? C19H37Cl3F3NO25S5